The following is a DFT calculation (wB97M-V/def2-TZVPD) of a 2-piece molecular cluster, C31H49Si overall in a non-equilibrium geometry.

```
81
Properties=species:S:1:pos:R:3:forces:R:3:lowdin_charge:R:1
C -0.8376 3.4611 -0.9937 0.0 0.0 0.0 -0.095
C 0.4185 2.8152 -0.4177 -0.2 -0.6 0.5 -0.646
C 1.2458 2.1519 -1.5147 0.0 0.0 0.0 -0.096
C 1.2545 3.8379 0.3485 0.0 0.0 0.0 -0.094
Si -0.1298 1.4556 0.8204 0.4 0.5 0.1 0.576
C 1.3696 0.6227 1.5758 -0.3 0.1 -0.2 -0.158
C -1.1314 2.2059 2.2166 0.1 -0.2 -0.3 -0.158
C -1.1724 0.1564 -0.0617 0.2 0.2 -0.5 -0.251
C -1.6052 -0.9239 0.8462 0.1 0.0 -0.1 -0.255
C -2.7554 -0.9083 1.4906 -0.2 -0.2 0.2 -0.020
H -1.4444 3.9026 -0.2019 -0.1 0.1 0.0 0.074
H -0.5870 4.2503 -1.7048 0.0 0.1 -0.1 0.088
H -1.4480 2.7226 -1.5145 -0.1 0.0 -0.1 0.071
H 2.1270 1.6641 -1.0949 0.1 0.0 -0.1 0.074
H 0.6594 1.3965 -2.0388 0.0 0.0 -0.1 0.070
H 1.5857 2.8826 -2.2511 0.0 0.1 -0.1 0.088
H 2.1353 3.3666 0.7893 0.1 0.1 0.0 0.074
H 1.5968 4.6417 -0.3077 0.0 0.0 -0.1 0.088
H 0.6730 4.2880 1.1555 0.0 0.1 0.0 0.073
H 1.0516 -0.1405 2.2808 0.0 -0.1 0.2 0.026
H 1.9747 0.1533 0.8058 0.2 -0.1 -0.1 0.031
H 1.9778 1.3504 2.1056 0.1 0.0 0.1 0.032
H -1.4148 1.4326 2.9252 -0.1 -0.1 0.1 0.024
H -0.5439 2.9547 2.7406 0.0 0.1 0.1 0.032
H -2.0342 2.6732 1.8339 -0.2 0.1 0.0 0.032
H -2.0349 0.6639 -0.4972 -0.1 0.0 0.0 0.085
H -0.5844 -0.2385 -0.8930 0.0 0.0 0.0 0.082
H -0.9225 -1.7444 1.0058 0.2 -0.2 0.0 0.098
H -3.0412 -1.6975 2.1560 -0.1 -0.4 0.3 0.016
H -3.4471 -0.0996 1.3660 -0.3 0.3 -0.1 0.062
C -10.8134 -4.9235 4.7541 -0.3 0.1 0.3 -0.044
C -9.6713 -4.8774 3.8002 0.1 0.0 0.0 -0.268
C -8.9919 -6.0310 3.4595 0.1 0.2 -0.1 -0.008
C -7.9346 -6.0234 2.5606 -0.1 0.5 0.0 -0.201
C -7.3155 -7.3511 2.2735 0.3 -0.4 -0.2 -0.040
C -7.5263 -4.8094 1.9813 0.1 -0.1 0.1 -0.127
C -6.3962 -4.7170 0.9657 0.0 0.6 0.0 -0.312
C -6.7669 -5.3845 -0.3617 0.2 -0.1 -0.1 -0.029
C -5.0314 -5.1914 1.5062 -0.7 0.1 -0.1 -0.128
C -4.5934 -4.5233 2.7560 0.6 -0.7 -0.3 0.146
C -3.4784 -4.8253 3.5210 -0.2 0.1 -0.1 -0.095
C -3.1964 -3.9966 4.6680 0.2 0.1 0.3 -0.160
C -4.0767 -2.8478 5.0271 -0.2 0.3 0.2 -0.021
C -2.1001 -4.2614 5.4526 -0.3 0.3 -0.1 0.022
C -1.2479 -5.3277 5.1935 0.1 -0.1 0.0 -0.197
C -0.0896 -5.6052 6.0872 0.3 -0.3 -0.1 -0.010
C -1.5137 -6.1384 4.0956 -0.2 0.0 -0.3 0.020
C -2.5804 -5.9242 3.2523 0.3 -0.3 0.1 -0.132
C -2.7502 -6.8942 2.1308 0.3 -0.1 -0.3 -0.017
C -8.2158 -3.6361 2.3192 -0.1 -0.2 0.2 -0.216
C -7.8721 -2.3122 1.7177 0.0 0.4 -0.1 -0.042
C -9.2686 -3.6906 3.2180 0.1 -0.1 0.0 -0.003
H -11.2474 -3.9350 4.9066 0.0 0.0 0.0 0.079
H -11.6022 -5.5770 4.3805 0.0 0.0 0.1 0.089
H -10.4945 -5.2997 5.7268 0.0 -0.1 0.0 0.087
H -9.3036 -6.9672 3.8944 0.0 -0.2 0.1 0.126
H -6.5680 -7.3204 1.4878 -0.1 -0.1 0.0 0.043
H -6.8385 -7.7521 3.1700 0.0 -0.1 0.0 0.094
H -8.0775 -8.0631 1.9511 0.0 0.0 0.1 0.099
H -6.2485 -3.6473 0.7487 -0.1 -0.4 0.0 0.118
H -7.6938 -4.9778 -0.7707 0.1 0.1 0.1 0.096
H -5.9837 -5.2457 -1.1077 0.1 0.1 0.0 0.086
H -6.9151 -6.4562 -0.2470 0.0 0.0 0.0 0.072
H -5.0685 -6.2655 1.6745 0.2 0.0 0.0 0.088
H -4.2776 -5.0247 0.7282 0.1 0.0 0.1 0.146
H -5.2168 -3.7113 3.0866 -0.2 0.3 0.1 0.118
H -3.7471 -2.3621 5.9470 0.0 -0.1 -0.1 0.096
H -4.0755 -2.0921 4.2417 0.0 0.1 0.0 0.084
H -5.1049 -3.1759 5.1828 -0.1 0.0 0.0 0.102
H -1.8892 -3.6312 6.2990 0.0 0.2 0.2 0.132
H 0.4729 -6.4809 5.7555 -0.1 0.1 0.0 0.090
H 0.5979 -4.7579 6.1129 -0.1 0.1 0.0 0.105
H -0.4264 -5.7968 7.1076 0.0 0.1 0.0 0.105
H -0.8617 -6.9708 3.9031 0.2 -0.2 -0.1 0.125
H -1.8956 -7.5693 2.0631 0.0 0.1 0.2 0.096
H -3.6324 -7.5193 2.2796 -0.1 0.1 -0.1 0.103
H -2.8178 -6.3902 1.1668 -0.1 -0.1 0.1 0.091
H -8.5267 -1.5234 2.0924 0.0 -0.1 0.0 0.086
H -6.8489 -2.0208 1.9575 0.1 0.1 -0.1 0.074
H -7.9823 -2.3348 0.6327 0.1 0.1 0.0 0.093
H -9.7970 -2.7848 3.4589 -0.1 0.3 0.1 0.115
```
Forces are in eV/Å.

ΔE to the lowest compared entry with this formula, charge and spin = 0.0 kJ/mol
F_max = 1.01 eV/Å
Kohn-Sham gap = 5.6 eV
Highest occupied orbital energy = -10.90 eV
Total charge = +1
LUMO energy = -5.32 eV